[1]
{
  "formula": "C3H12NO3",
  "method": "ωB97M-V/def2-TZVPD",
  "lumo_ev": 3.925,
  "charge": -1,
  "energy_ev": -10938.1059,
  "e_above_lowest_ev": 1.297,
  "orbital_gap_ev": 8.28,
  "max_force_ev_per_a": 2.83,
  "elements": ["C", "N", "C", "C", "O", "H", "H", "H", "H", "H", "H", "H", "H", "H", "H", "O", "H", "H", "O"],
  "positions_angstrom": [[-0.0565, 1.2780, 1.8481], [1.0572, 0.2965, 1.7479], [1.7204, 0.3513, 0.4930], [1.0121, -0.1939, -0.8170], [0.5751, -1.4911, -0.5324], [-0.5431, 0.9101, 2.7570], [-0.8566, 1.2249, 1.1032], [0.3404, 2.2741, 2.0290], [0.6891, -0.6110, 1.9984], [2.5701, -0.3393, 0.5313], [1.9657, 1.4055, 0.2217], [1.9215, -0.2685, -1.4851], [0.2953, 0.4789, -1.2515], [-2.0090, -2.2751, -0.8755], [-0.4668, -1.6141, -0.9626], [-1.5901, -1.9162, -1.6766], [-2.4221, 0.4523, -1.0443], [-1.8459, -0.4360, -2.0736], [-2.3569, 0.4736, -2.0109]],
  "nbo_charge": [-0.424, -0.637, -0.235, -0.072, -0.843, 0.181, 0.178, 0.179, 0.365, 0.181, 0.160, 0.114, 0.163, 0.429, 0.496, -1.159, 0.438, 0.511, -1.028]
}

=====

[2]
{
  "formula": "C7H9N",
  "method": "ωB97M-V/def2-TZVPD",
  "lumo_ev": 0.816,
  "energy_ev": -8888.1670,
  "e_above_lowest_ev": 6.989,
  "orbital_gap_ev": 9.63,
  "max_force_ev_per_a": 7.28,
  "elements": ["C", "C", "C", "C", "C", "C", "C", "H", "H", "H", "H", "H", "H", "H", "H", "H", "N"],
  "positions_angstrom": [[2.4185, 0.3083, -0.2508], [1.6657, -0.7277, -0.0143], [0.2181, -0.2918, -0.1205], [-0.6038, -0.6427, 1.1066], [-1.7637, -0.4994, -0.1454], [-1.5883, 0.9794, -0.0028], [-0.2539, 1.2200, -0.3162], [3.6339, 0.3078, -0.2204], [2.2296, 1.2902, -0.0795], [1.9938, -1.7238, 0.1424], [-0.6100, -1.6998, 1.4708], [-0.5874, 0.2340, 1.8889], [-2.6109, -1.1974, -0.2593], [-0.8957, -0.4990, -1.8713], [-2.5497, 1.7158, -0.2188], [0.1041, 2.3384, -0.0229], [-0.8002, -1.1122, -1.0865]],
  "nbo_charge": [-0.343, -0.205, 0.049, -0.395, -0.138, -0.198, -0.294, 0.173, 0.189, 0.229, 0.216, 0.222, 0.229, 0.342, 0.244, 0.255, -0.577]
}

=====

[3]
{
  "formula": "CH7N5O",
  "method": "ωB97M-V/def2-TZVPD",
  "smiles": "N/N=C(\\NN)NO",
  "lumo_ev": 0.723,
  "energy_ev": -10644.8393,
  "e_above_lowest_ev": 1.642,
  "orbital_gap_ev": 9.61,
  "max_force_ev_per_a": 2.55,
  "elements": ["C", "H", "H", "H", "H", "H", "H", "H", "N", "N", "N", "N", "N", "O"],
  "positions_angstrom": [[0.3632, -0.1501, -0.2721], [-2.5181, -1.5559, -0.2828], [-2.0007, -0.8529, 1.0833], [-1.3367, 0.5854, -0.4367], [0.7617, -2.0523, 0.2822], [2.4476, -0.0469, -0.0147], [0.5355, 2.7731, -0.4728], [-0.2003, 2.3306, 0.8888], [-1.6863, -1.3018, 0.1966], [-1.0126, -0.3297, -0.5794], [1.1578, -1.3349, -0.3626], [0.9935, 0.9560, -0.0485], [0.0306, 1.9979, -0.0588], [2.4648, -1.0185, 0.0774]],
  "nbo_charge": [0.527, 0.360, 0.334, 0.375, 0.377, 0.482, 0.364, 0.350, -0.656, -0.470, -0.315, -0.443, -0.709, -0.576]
}

=====

[4]
{
  "formula": "C19H26ClN7O8S",
  "method": "ωB97M-V/def2-TZVPD",
  "smiles": "Cc1c(Cl)c([N+](=O)[O-])nn1CC(=O)Nc1ccc(S(N)(=O)=O)cc1.CNC(=O)[C@@H](NC(C)=O)[C@@H](C)O",
  "lumo_ev": -0.734,
  "energy_ev": -70290.4856,
  "orbital_gap_ev": 8.80,
  "max_force_ev_per_a": 3.76,
  "elements": ["O", "O", "O", "O", "O", "O", "O", "Cl", "N", "O", "C", "C", "C", "C", "C", "C", "C", "C", "C", "C", "C", "C", "N", "N", "N", "N", "N", "N", "C", "C", "C", "C", "C", "C", "C", "S", "H", "H", "H", "H", "H", "H", "H", "H", "H", "H", "H", "H", "H", "H", "H", "H", "H", "H", "H", "H", "H", "H", "H", "H", "H", "H"],
  "positions_angstrom": [[-1.6354, 0.2111, 6.0912], [-0.3676, 0.3601, -2.5469], [-2.9830, 0.1552, 1.4364], [3.0412, 1.3097, -8.9635], [4.0279, -3.6670, 2.8741], [1.6165, -3.5215, 3.4057], [1.7806, -0.2578, -9.8040], [-0.8003, -1.1994, -8.5615], [1.8374, 0.9353, -6.5129], [-0.2625, 1.3574, 1.9336], [-1.5302, -0.5712, 5.1558], [0.7296, 0.3543, -3.0856], [-3.1316, 1.0324, 2.2808], [1.4371, 0.3834, -7.6453], [0.1768, -0.3176, -7.4062], [-0.1323, -0.1242, -6.0941], [3.0973, -1.7664, -1.1331], [1.0469, -0.8523, -0.2772], [3.3581, -2.3496, 0.1131], [1.2984, -1.4269, 0.9668], [1.9428, -1.0031, -1.3493], [2.4583, -2.1730, 1.1686], [1.8027, -0.3821, -2.6018], [-4.1151, 1.9259, 2.1362], [0.9058, 0.6374, -5.5646], [-1.7398, -0.2193, 3.8895], [3.0394, -1.5851, 3.7588], [2.1234, 0.4849, -8.8773], [-1.1596, -2.0137, 5.4084], [-1.3733, -0.6157, -5.3945], [-4.4290, 3.0563, 3.0105], [0.9110, 1.3060, -4.2586], [0.0748, 2.2528, 4.1043], [-2.1442, 1.1296, 3.4490], [-0.9434, 1.9815, 2.9989], [2.7877, -2.8964, 2.7912], [-0.9122, 1.1149, 1.2635], [3.8164, -1.9054, -1.9328], [0.1408, -0.2677, -0.3588], [4.2665, -2.9308, 0.2643], [0.5918, -1.2733, 1.7792], [2.6279, -0.3817, -3.1923], [-4.7106, 1.7746, 1.3343], [-1.6612, -0.9269, 3.1741], [3.7727, -1.8710, 4.3920], [2.1710, -1.4477, 4.2530], [-0.2163, -2.2401, 4.9170], [-1.9400, -2.6641, 5.0170], [-1.0601, -2.1716, 6.4814], [-2.0599, -1.0899, -6.1010], [-1.1104, -1.3516, -4.6290], [-1.8968, 0.2187, -4.9178], [-3.5819, 3.7426, 3.0709], [-4.6807, 2.6995, 4.0113], [-5.2875, 3.5997, 2.6111], [1.8554, 1.8392, -4.1304], [0.1119, 2.0509, -4.2412], [-0.4218, 2.7135, 4.9579], [0.8418, 2.9306, 3.7300], [0.5479, 1.3237, 4.4212], [-2.6294, 1.6402, 4.2795], [-1.3214, 2.9428, 2.6491]],
  "nbo_charge": [-0.646, -0.577, -0.655, -0.350, -0.931, -0.950, -0.355, 0.051, -0.193, -0.728, 0.676, 0.662, 0.668, 0.163, -0.108, 0.141, -0.235, -0.245, -0.164, -0.085, 0.173, -0.359, -0.602, -0.599, -0.153, -0.613, -1.059, 0.495, -0.709, -0.656, -0.421, -0.300, -0.617, -0.167, 0.110, 2.253, 0.480, 0.216, 0.250, 0.250, 0.229, 0.408, 0.412, 0.418, 0.408, 0.396, 0.234, 0.229, 0.243, 0.251, 0.242, 0.241, 0.201, 0.207, 0.221, 0.248, 0.244, 0.223, 0.220, 0.216, 0.242, 0.157]
}

=====

[5]
{
  "formula": "C2H2IN3",
  "method": "ωB97M-V/def2-TZVPD",
  "lumo_ev": [-0.804, -0.803],
  "energy_ev": -14672.2959,
  "e_above_lowest_ev": 4.434,
  "orbital_gap_ev": [7.36, 7.36],
  "max_force_ev_per_a": 3.94,
  "elements": ["C", "C", "N", "N", "N", "I", "H", "H"],
  "positions_angstrom": [[-1.0359, -0.6032, -0.2854], [-0.0329, 0.0089, 1.7883], [-0.7791, -0.5452, 1.0308], [-0.1121, -0.1227, -1.0888], [0.8862, 0.5620, -0.6815], [2.1844, 1.2116, -2.1652], [-1.6302, -1.2966, -0.8545], [0.5196, 0.7853, 2.2562]],
  "nbo_charge": [-0.065, 0.237, -0.263, -0.185, -0.446, 0.237, 0.220, 0.267]
}